# 1
Here is 15 unconnected molecules or ions with the total composition C19H72N10O15 from OMol25. Energies are from the ωB97M-V functional and the def2-TZVPD basis.

CARTESIAN COORDINATES (ANGSTROEM)
C -3.14241 14.50204 4.81868
O -2.26396 15.07650 4.26734
N -3.62634 14.89363 5.95720
N -3.50478 13.26405 4.44868
H -3.33899 15.81489 6.25519
H -4.51818 14.47528 6.18015
H -4.33900 12.86721 4.85696
H -2.99738 12.86455 3.67213
C 2.66944 12.57931 7.56909
O 2.08706 11.54617 7.40019
N 3.99458 12.54190 7.90027
N 2.31524 13.82332 7.23056
H 4.23198 11.95803 8.68947
H 4.51569 13.40049 7.79366
H 2.95304 14.58500 7.41268
H 1.45179 13.94009 6.71976
C 2.51632 6.41320 4.35862
O 2.86231 5.41047 3.82076
N 3.11341 7.51988 4.09991
N 1.49030 6.67027 5.13388
H 3.73778 7.47422 3.30734
H 2.77428 8.41204 4.43028
H 1.60814 7.54419 5.62631
H 1.09962 5.97464 5.75323
C -5.81601 6.17766 9.59777
C -6.84140 6.91193 8.70597
C -6.48887 7.26780 7.21805
O -5.33575 8.15470 7.24559
C -4.44557 7.98558 6.10833
N -8.11551 6.23964 8.79263
H -5.80627 5.11999 9.33447
H -5.98352 6.31595 10.66591
H -4.81373 6.52489 9.34684
H -6.93764 7.88926 9.17891
H -7.39206 7.68613 6.77381
H -6.46491 6.38836 6.57454
H -4.83430 8.23810 5.12181
H -4.35622 6.91033 5.95359
H -3.45428 8.31945 6.41487
H -7.85309 5.43208 8.24574
H -8.80494 6.65971 8.18573
C -1.95272 11.63452 -1.73128
C -1.85016 10.26865 -1.06426
C -1.80646 9.09981 -2.05878
O -1.45274 7.81132 -1.43660
C -1.46443 6.82276 -2.59139
N -0.82049 10.20547 -0.05626
H -1.98168 12.40513 -0.96093
H -2.89638 11.63857 -2.27679
H -1.10710 11.88818 -2.37055
H -2.68973 10.24727 -0.36943
H -1.13839 9.42549 -2.85610
H -2.77131 9.02671 -2.56061
H -0.86981 7.13705 -3.44914
H -2.51034 6.83995 -2.89781
H -1.11508 5.80657 -2.40859
H 0.12691 10.18375 -0.40560
H -0.87353 9.31220 0.41208
C -7.39544 2.20840 20.58011
C -8.55628 2.73303 19.60013
C -8.30549 2.56451 18.09779
O -7.03030 3.06774 17.69077
C -6.69648 2.59036 16.35632
N -9.89685 2.28625 20.07758
H -7.18369 2.95649 21.34406
H -6.42338 1.97956 20.14326
H -7.69236 1.28482 21.07702
H -8.59696 3.79400 19.84669
H -9.11955 2.96652 17.49463
H -8.24001 1.47861 18.02978
H -6.82341 1.50930 16.29891
H -5.68746 2.93263 16.12647
H -7.40869 3.05194 15.67235
H -10.42876 2.97852 19.56970
H -10.07254 2.70070 20.98172
C -11.42727 10.99838 3.77422
C -11.91324 9.89931 2.73860
C -11.37221 9.99547 1.32434
O -11.72929 11.28163 0.79410
C -11.66000 11.24923 -0.67005
N -11.50566 8.65354 3.32142
H -10.33854 10.97613 3.72664
H -11.79292 10.66404 4.74511
H -11.71786 12.00360 3.46894
H -13.00127 9.88794 2.67417
H -11.93001 9.24655 0.76215
H -10.29001 9.86539 1.32929
H -11.81130 12.27278 -1.01293
H -12.55480 10.70883 -0.97887
H -10.73166 10.79205 -1.01250
H -12.06833 7.91804 2.91827
H -11.86124 8.78680 4.25732
O -4.69383 2.08430 5.31456
H -4.90235 1.41176 5.96297
H -3.77222 1.93589 5.10273
O -5.33629 11.49742 12.77806
H -4.83028 11.54532 13.58917
H -4.68154 11.35304 12.09491
O -14.35918 7.62621 8.10922
H -14.16999 7.94072 8.99325
H -15.30918 7.70672 8.02404
O -10.53635 5.14177 13.05416
H -10.78967 4.22027 13.10814
H -10.20539 5.24783 12.16229
O -10.84220 10.73488 10.56955
H -11.05669 11.57156 10.98212
H -11.69081 10.35484 10.34228
O -7.90174 8.70547 14.46287
H -7.35659 9.38149 14.06031
H -8.40417 8.33786 13.73579
O -5.27367 3.98583 1.79604
H -5.17190 3.51612 2.62384
H -4.37791 4.16439 1.50974
O -2.70476 11.15171 9.39583
H -2.45332 11.70225 8.65426
H -2.81793 10.27898 9.01932

Cartesian forces (eV/Å) of the 2 atoms listed first:
C 1.4 -1.9 -0.9
O 2.5 2.0 -2.0

Results
**Gap between HOMO and LUMO**: 9.32 eV
**LUMO level**: 0.00366 Ha

# 2
Here is a molecular structure, C19H8BrCoF5IN2OSe from OMol25. Energies are from the ωB97M-V functional and the def2-TZVPD basis.

CARTESIAN COORDINATES (ANGSTROEM)
Co -1.00147 0.59109 0.05369
Br 1.56277 2.36029 5.10923
C 2.72834 2.21911 3.62191
C 4.09068 2.41314 3.78965
C 4.94093 2.31068 2.70193
C 4.43802 1.98651 1.45243
C 3.07639 1.79367 1.27416
C 2.22948 1.92464 2.35814
I 0.09827 1.75568 2.13669
H 4.46745 2.64725 4.77383
H 5.99715 2.48452 2.83727
H 5.10521 1.88642 0.61107
H 2.68737 1.54677 0.29769
O -1.67410 2.25595 -2.30258
C -1.43140 1.73181 -1.32896
F 1.06719 -0.76201 -6.58716
C 0.96308 -0.79260 -5.26945
C -0.29846 -0.73843 -4.66970
F -1.39114 -0.67709 -5.41839
C -0.39457 -0.75733 -3.28626
F -1.59566 -0.69255 -2.68379
C 0.73519 -0.83298 -2.47700
Se 0.64056 -0.93566 -0.59157
C 1.98293 -0.90005 -3.09733
F 3.05319 -0.96609 -2.30517
C 2.11196 -0.88757 -4.48025
F 3.30115 -0.97350 -5.05927
N -6.22865 -3.77608 2.96785
C -5.47110 -3.06912 2.48403
C -4.52363 -2.19054 1.89546
C -3.97221 -1.13725 2.62525
C -3.03789 -0.32287 2.01534
N -2.62320 -0.50338 0.75694
C -3.18389 -1.48711 0.04693
C -4.12997 -2.34798 0.56784
H -4.27101 -0.96079 3.64454
H -2.62056 0.51008 2.56716
H -2.87516 -1.58347 -0.98267
H -4.55323 -3.12318 -0.04951

Cartesian forces (eV/Å) of the 2 atoms listed first:
Co 0.5 -1.8 1.2
Br 0.3 0.0 0.0

Results
**Energy above the lowest of the compared OMol25 structures with the same formula, charge and spin**: 0.801 eV
**Gap between HOMO and LUMO (spin up / spin down)**: 7.54 / 6.30 eV
**Spin multiplicity**: 4
**LUMO level (spin up / spin down)**: -0.14642 / -0.19481 Ha
**Net charge**: +1

# 3
Here is a molecular structure, C19H8Cl5F3FeN3O3 from OMol25. Energies are from the ωB97M-V functional and the def2-TZVPD basis.

CARTESIAN COORDINATES (ANGSTROEM)
Fe 0.63706 0.61528 -0.23404
O -2.19391 3.50820 -0.71642
C -1.15768 2.88779 -0.54921
N -0.85384 1.89105 0.31110
C -1.54297 1.65678 1.45496
O -2.29660 2.38054 2.07901
C -1.20396 0.28153 1.98462
C -1.98059 -0.34095 2.94613
C -1.59780 -1.59505 3.38790
C -0.43713 -2.16568 2.88476
C 0.28126 -1.47305 1.92625
N -0.11242 -0.28164 1.46906
C 0.02460 3.14542 -1.45732
C 0.18226 4.36863 -2.08646
C 1.32860 4.58985 -2.82492
C 2.26698 3.57358 -2.92829
C 2.02334 2.37177 -2.28873
N 0.92134 2.15942 -1.55956
H -2.85729 0.17267 3.31406
H -2.19252 -2.12274 4.12341
H -0.08998 -3.13322 3.22082
H 1.19318 -1.86644 1.49787
H -0.59592 5.10883 -1.96653
H 1.49327 5.54294 -3.31259
H 3.18250 3.70450 -3.48834
H 2.71792 1.54903 -2.34400
Cl -2.38139 -5.96583 -0.26443
C -1.41236 -4.55352 -0.51313
C -2.00807 -3.30800 -0.69316
Cl -3.73093 -3.16536 -0.64188
C -1.23457 -2.17716 -0.89974
Cl -1.98020 -0.63149 -1.12896
C 0.18880 -2.21500 -0.89685
O 0.93085 -1.18451 -1.02168
C 0.75562 -3.50652 -0.72660
Cl 2.47969 -3.59290 -0.71031
C -0.02117 -4.63742 -0.53943
Cl 0.74183 -6.17647 -0.31895
F 2.64030 0.18277 1.67406
C 2.20841 1.07694 0.73030
F 2.37903 2.30145 1.30140
F 3.30442 1.02404 -0.19420

Cartesian forces (eV/Å) of the 2 atoms listed first:
Fe -1.9 0.7 1.3
O 0.0 0.1 0.2

Results
**Energy above the lowest of the compared OMol25 structures with the same formula, charge and spin**: 0.356 eV
**Gap between HOMO and LUMO (spin up / spin down)**: 7.32 / 7.51 eV
**LUMO level (spin up / spin down)**: 0.08993 / 0.08994 Ha
**Net charge**: -1

# 4
Here is a molecular structure, C20H11BrCuF3N2O2S from OMol25. Energies are from the ωB97M-V functional and the def2-TZVPD basis.

CARTESIAN COORDINATES (ANGSTROEM)
Cu 0.36056 -0.14743 0.00535
S -3.69779 2.34167 -1.57325
C -2.57540 3.63754 -1.82563
C -2.75199 4.88127 -2.42588
C -1.66088 5.72692 -2.51994
C -0.40634 5.34131 -2.03047
C -0.22541 4.11065 -1.43041
C -1.32434 3.25717 -1.31899
N -1.26895 2.00771 -0.73600
C -2.40142 1.40236 -0.79170
C -2.64635 0.02887 -0.30568
C -3.97011 -0.42526 -0.25365
C -4.25325 -1.70685 0.17633
C -3.18634 -2.52339 0.55595
C -1.88729 -2.04984 0.49863
C -1.52460 -0.75083 0.06114
H -3.71750 5.18053 -2.81611
H -1.77890 6.69827 -2.98688
H 0.43498 6.01670 -2.13073
H 0.73106 3.76432 -1.06230
H -4.79760 0.21968 -0.53815
H -5.27728 -2.06173 0.22265
H -3.37912 -3.53600 0.90192
H -1.09743 -2.72796 0.81107
Br 1.50559 -3.69713 -0.70501
C 1.72416 -3.16053 1.12058
C 2.10249 -4.12071 2.04762
C 2.26748 -3.68402 3.35263
C 2.05945 -2.34904 3.65563
C 1.66865 -1.47771 2.64283
N 1.50179 -1.90253 1.38711
C 1.42232 0.02032 2.95363
O 1.72647 0.35823 4.11730
O 0.94636 0.68882 2.02261
H 2.25644 -5.14690 1.74733
H 2.56195 -4.38673 4.12539
H 2.18449 -1.93064 4.64389
F 1.73685 0.05428 -2.63878
C 1.87472 0.33411 -1.27276
F 3.12717 -0.24004 -1.00637
F 2.20376 1.70484 -1.31637

Cartesian forces (eV/Å) of the 2 atoms listed first:
Cu 0.0 0.1 -0.4
S -0.1 0.1 -0.1

Results
**Energy above the lowest of the compared OMol25 structures with the same formula, charge and spin**: 0.000 eV
**Gap between HOMO and LUMO**: 4.89 eV
**LUMO level**: 0.16116 Ha
**Net charge**: -2